Density functional theory data (ωB97M-V/def2-TZVPD) for 3 unconnected molecules or ions with the total composition CH5O4 in a non-equilibrium geometry.

Output
Maximum force ... 1.42 eV/A
M ... 81.0 g mol⁻¹
Net charge ... -1
ΔE to the lowest compared entry with this formula, charge and spin ... 0.334 eV
Orbital gap ... 9.22 eV

Each atom is followed by the atoms it is bonded to, with distances in Å.
CARTESIAN COORDINATES (ANGSTROEM)
1 O -0.09178 0.35398 -0.50738  C5 1.253
2 O 2.39320 1.03449 1.41140  H6 1.013, H8 0.967
3 O -1.56586 -1.30609 -2.04716  H7 0.965, H10 1.014
4 O 0.19663 -0.39131 1.64248  C5 1.251
5 C -0.43184 0.07078 0.66510  O1 1.253, O4 1.251, H9 1.121
6 H 1.52082 0.52192 1.46707  O2 1.013
7 H -2.13695 -0.68439 -2.51532  O3 0.965
8 H 2.68556 0.77787 0.52593  O2 0.967
9 H -1.52095 0.23894 0.87185  C5 1.121
10 H -1.04884 -0.61620 -1.51398  O3 1.014

Atomic partial charges in e from the Löwdin method, atoms 1 to 2: -0.11, -0.15